Version w
{"formula": "C4H5NO", "method": "wB97M-V/def2-TZVPD", "orbital_gap_ev": 9.14, "multiplicity": 1, "lumo_energy_ev": 0.07, "species": ["N", "C", "C", "C", "C", "O", "H", "H", "H", "H", "H"], "xyz": [[-2.564, -0.579, -0.886], [-1.591, -0.537, -0.261], [-0.335, -0.508, 0.529], [0.904, -0.314, -0.373], [0.434, 1.505, 0.444], [-0.233, 0.637, 1.336], [-0.304, -1.408, 1.153], [1.768, -0.896, -0.041], [0.751, -0.391, -1.448], [1.407, 0.808, -0.032], [-0.237, 1.684, -0.421]]}

***

Version x
{"formula": "C4H5NO", "method": "wB97M-V/def2-TZVPD", "orbital_gap_ev": 10.01, "multiplicity": 1, "lumo_energy_ev": 0.14, "smiles": "C=C/C=N\\C=O", "species": ["C", "C", "O", "C", "N", "C", "H", "H", "H", "H", "H"], "xyz": [[-1.433, 0.537, -0.431], [-0.986, -0.656, -0.049], [1.873, 0.245, -1.355], [1.733, 0.562, -0.199], [1.308, -0.294, 0.818], [0.176, -0.870, 0.843], [-0.952, 1.462, -0.119], [-2.315, 0.631, -1.058], [-1.519, -1.560, -0.338], [2.051, 1.546, 0.191], [0.031, -1.618, 1.629]]}

***

Version y
{"formula": "C4H5NO", "method": "wB97M-V/def2-TZVPD", "orbital_gap_ev": 9.42, "multiplicity": 1, "lumo_energy_ev": 0.75, "species": ["O", "C", "C", "N", "C", "C", "H", "H", "H", "H", "H"], "xyz": [[-1.156, 0.513, 1.749], [-0.424, 0.242, 0.640], [0.950, 0.486, 0.550], [1.409, 0.121, -0.779], [0.311, -0.387, -1.378], [-0.828, -0.304, -0.580], [-2.066, 0.233, 1.594], [1.572, 1.113, 1.175], [1.663, -0.546, 0.232], [0.395, -0.833, -2.361], [-1.827, -0.636, -0.842]]}

***

Relative calculated energies, zero for the most stable structure, unit hartree: version w 0.1467; version x 0.0000; version y 0.0349.

***

Version w
{"formula": "C6H13NO3", "method": "wB97M-V/def2-TZVPD", "orbital_gap_ev": 9.62, "multiplicity": 1, "lumo_energy_ev": 0.62, "smiles": "CO[C@@H]1CC(=O)N(C)C1.O", "species": ["C", "O", "C", "C", "N", "C", "C", "O", "C", "H", "H", "H", "H", "H", "H", "H", "H", "H", "H", "H", "H", "O", "H"], "xyz": [[1.897, 1.882, 1.722], [1.397, 0.616, 1.374], [1.183, 0.418, -0.004], [0.790, -1.050, -0.216], [-0.668, -1.095, -0.183], [-1.286, -2.174, 0.566], [-1.232, 0.361, -0.271], [-2.310, 0.707, 0.182], [-0.014, 1.218, -0.543], [2.182, 1.844, 2.779], [2.786, 2.139, 1.121], [1.130, 2.665, 1.596], [2.105, 0.667, -0.554], [1.153, -1.425, -1.184], [1.261, -1.662, 0.568], [-1.053, -2.112, 1.639], [-2.374, -2.083, 0.471], [-0.938, -3.146, 0.184], [-0.129, 2.211, -0.095], [0.085, 1.367, -1.628], [-1.793, -1.130, -1.968], [-2.381, -0.285, -2.443], [-1.791, 0.067, -3.116]]}

***

Version x
{"formula": "C6H13NO3", "method": "wB97M-V/def2-TZVPD", "orbital_gap_ev": 9.54, "multiplicity": 1, "lumo_energy_ev": 0.30, "smiles": "[H]/N=C(/C)C(O)(O)CC.C=O", "species": ["C", "C", "C", "O", "H", "H", "H", "H", "H", "H", "H", "H", "C", "C", "C", "O", "N", "O", "H", "H", "H", "H", "H"], "xyz": [[-2.870, 1.475, -0.690], [-0.565, -0.383, 0.698], [-1.025, -1.799, 0.375], [-2.299, 1.093, -1.667], [-0.653, 0.030, -1.908], [-2.661, 2.451, -0.227], [-3.672, 0.892, -0.207], [-1.427, 0.303, 0.688], [-0.122, -0.342, 1.695], [-0.194, -2.495, 0.492], [-1.391, -1.875, -0.647], [-1.818, -2.094, 1.059], [2.570, 0.551, 1.081], [0.462, 0.168, -0.329], [1.861, -0.309, 0.086], [0.368, 1.580, -0.276], [2.404, -1.355, -0.344], [0.224, -0.284, -1.628], [0.682, 1.929, -1.135], [1.861, -1.845, -1.053], [3.123, 1.323, 0.549], [1.864, 1.041, 1.747], [3.277, -0.054, 1.642]]}

***

Version y
{"formula": "C6H13NO3", "method": "wB97M-V/def2-TZVPD", "orbital_gap_ev": 9.26, "multiplicity": 1, "lumo_energy_ev": 0.77, "smiles": "CC(=O)OC[C@H](O)N(C)C", "species": ["O", "O", "O", "C", "N", "C", "C", "C", "C", "C", "H", "H", "H", "H", "H", "H", "H", "H", "H", "H", "H", "H", "H"], "xyz": [[2.584, 0.009, -0.047], [0.901, -1.040, 1.063], [-1.057, 2.137, 1.221], [1.950, -1.000, 0.224], [-0.971, 0.535, -0.379], [2.471, -2.317, -0.317], [-0.943, 1.074, -1.762], [-2.238, -0.154, 0.025], [0.475, 0.252, 1.606], [-0.165, 1.234, 0.607], [-1.865, 2.183, 0.666], [3.544, -2.368, -0.264], [2.029, -3.195, 0.199], [2.171, -2.435, -1.390], [-1.352, 0.345, -2.487], [-1.577, 1.968, -1.860], [0.100, 1.325, -2.056], [-2.088, -0.784, 0.905], [-2.579, -0.843, -0.777], [-3.042, 0.523, 0.236], [1.283, 0.754, 2.142], [-0.272, 0.017, 2.360], [0.641, 1.780, 0.083]]}

***

Version z
{"formula": "C6H13NO3", "method": "wB97M-V/def2-TZVPD", "orbital_gap_ev": 10.43, "multiplicity": 1, "lumo_energy_ev": 0.82, "smiles": "CO[C@H]1CC[C@H]1C(N)=O.O", "species": ["C", "O", "C", "C", "C", "C", "C", "N", "O", "H", "H", "H", "H", "H", "H", "H", "H", "H", "H", "H", "H", "O", "H"], "xyz": [[1.118, 1.569, -1.692], [0.221, 0.487, -1.562], [-0.784, 0.701, -0.609], [-1.965, -0.268, -0.683], [-2.017, -0.245, 0.861], [-0.569, 0.322, 0.889], [0.459, -0.724, 1.297], [0.768, -1.702, 0.283], [0.525, -1.086, 2.486], [1.917, 1.257, -2.374], [0.608, 2.452, -2.110], [1.562, 1.829, -0.718], [-1.125, 1.749, -0.664], [-2.850, 0.063, -1.241], [-1.643, -1.247, -1.062], [-2.743, 0.479, 1.251], [-2.174, -1.207, 1.364], [-0.406, 1.168, 1.570], [0.850, -1.404, -0.689], [0.228, -2.560, 0.339], [2.364, -1.061, 0.304], [2.618, -0.107, 0.986], [3.038, -0.464, 1.774]]}

***

Relative calculated energies, zero for the most stable structure, unit hartree: version w 0.0212; version x 0.0074; version y 0.0000; version z 0.0566.

***

Version w
{"formula": "C6H13NO3", "method": "wB97M-V/def2-TZVPD", "orbital_gap_ev": 9.96, "multiplicity": 1, "lumo_energy_ev": 0.59, "smiles": "[H]/N=C(/CCCC)C(O)(O)O", "species": ["C", "C", "C", "C", "C", "C", "N", "O", "O", "O", "H", "H", "H", "H", "H", "H", "H", "H", "H", "H", "H", "H", "H"], "xyz": [[0.250, 0.559, 1.418], [-1.430, -0.162, -2.944], [0.095, -0.696, 0.697], [-0.373, -0.590, -1.824], [-0.984, -0.641, -0.443], [1.502, 0.564, 2.699], [-0.468, 1.572, 1.332], [2.739, 0.676, 1.933], [1.554, -0.578, 3.416], [1.320, 1.651, 3.474], [-2.043, -0.972, -3.328], [-2.138, 0.460, -2.346], [-1.104, 0.453, -3.749], [-0.009, -1.522, 1.419], [1.169, -0.958, 0.232], [0.180, -1.468, -1.971], [0.381, 0.171, -1.659], [-1.373, 0.417, -0.184], [-1.647, -1.516, -0.323], [-0.318, 2.245, 2.076], [2.651, 0.340, 0.997], [2.151, -0.382, 4.154], [1.481, 2.415, 2.922]]}

***

Version x
{"formula": "C6H13NO3", "method": "wB97M-V/def2-TZVPD", "orbital_gap_ev": 10.05, "multiplicity": 1, "lumo_energy_ev": 0.68, "species": ["C", "C", "C", "C", "C", "N", "C", "O", "O", "O", "H", "H", "H", "H", "H", "H", "H", "H", "H", "H", "H", "H", "H"], "xyz": [[-0.540, -0.858, -1.605], [0.881, 0.686, 1.323], [0.092, 1.117, 0.064], [-1.643, -0.173, -2.402], [0.347, 1.217, 2.649], [-0.554, -0.224, -0.122], [0.487, -0.776, 1.081], [1.920, -1.239, -0.121], [0.672, -0.716, -2.125], [0.210, -1.693, 1.788], [2.030, -2.185, 0.038], [1.444, -1.069, -1.211], [-1.499, -0.270, 0.257], [-0.824, -1.899, -1.358], [1.955, 0.832, 1.236], [0.723, 1.301, -0.804], [-0.629, 1.919, 0.211], [-1.680, -0.630, -3.391], [-2.624, -0.280, -1.933], [-1.408, 0.884, -2.532], [0.828, 0.709, 3.484], [0.541, 2.287, 2.733], [-0.731, 1.059, 2.739]]}

***

Version y
{"formula": "C6H13NO3", "method": "wB97M-V/def2-TZVPD", "orbital_gap_ev": 10.17, "multiplicity": 1, "lumo_energy_ev": 0.72, "species": ["C", "O", "C", "C", "C", "N", "C", "O", "C", "H", "H", "H", "H", "H", "H", "H", "H", "H", "H", "H", "H", "O", "H"], "xyz": [[3.619, -5.369, 2.324], [3.587, -3.966, 2.420], [2.571, -3.340, 1.670], [2.369, -1.944, 2.235], [1.251, -1.227, 1.501], [1.476, -1.213, 0.054], [1.947, -2.433, -0.635], [1.148, -2.963, -1.426], [2.930, -3.250, 0.185], [2.635, -5.806, 2.567], [3.915, -5.710, 1.317], [4.361, -5.731, 3.045], [1.632, -3.916, 1.778], [2.115, -2.002, 3.302], [3.310, -1.378, 2.151], [0.290, -1.729, 1.685], [1.159, -0.190, 1.848], [0.674, -0.826, -0.440], [3.929, -2.794, 0.092], [3.003, -4.240, -0.282], [2.378, -0.389, -1.060], [3.029, -1.057, -1.919], [2.509, -1.236, -2.710]]}

***

Version z
{"formula": "C6H13NO3", "method": "wB97M-V/def2-TZVPD", "orbital_gap_ev": 7.52, "multiplicity": 1, "lumo_energy_ev": 0.44, "smiles": "CC(C)=C=O.CN(O)CO", "species": ["C", "C", "C", "C", "C", "N", "C", "O", "O", "O", "H", "H", "H", "H", "H", "H", "H", "H", "H", "H", "H", "H", "H"], "xyz": [[-0.944, 1.365, 0.228], [1.447, -0.938, 0.620], [-0.251, -2.289, -0.944], [-1.417, 1.381, 1.659], [0.177, 2.310, -0.101], [0.272, -0.958, -0.655], [-1.457, 0.414, -0.564], [0.897, -0.459, -1.852], [2.232, -2.050, 0.557], [-2.493, -0.034, -0.973], [0.364, 0.312, -2.102], [2.612, -2.104, -0.331], [2.002, -0.028, 0.387], [0.931, -0.909, 1.574], [-1.031, -2.237, -1.704], [0.520, -2.950, -1.347], [-0.671, -2.684, -0.022], [-0.623, 1.006, 2.312], [-1.707, 2.395, 1.946], [-2.299, 0.758, 1.785], [-0.134, 3.338, 0.103], [0.531, 2.226, -1.125], [1.042, 2.138, 0.550]]}

***

Relative calculated energies, zero for the most stable structure, unit hartree: version w 0.0067; version x 0.0000; version y 0.0141; version z 0.1277.

***

Version w
{"formula": "C2H6N2S", "method": "wB97M-V/def2-TZVPD", "orbital_gap_ev": 9.03, "multiplicity": 1, "lumo_energy_ev": 0.83, "smiles": "CS/C=N/N", "species": ["C", "C", "H", "H", "H", "H", "H", "H", "N", "N", "S"], "xyz": [[-1.604, 0.952, -0.044], [-0.161, -0.923, 0.051], [-2.610, 1.335, -0.655], [-1.549, 1.057, 1.171], [-0.526, 1.445, -0.503], [0.374, -1.995, 0.541], [2.497, -1.303, -0.188], [2.639, 0.442, 0.312], [0.728, 0.040, -0.186], [2.079, -0.202, -0.283], [-1.868, -0.849, -0.218]]}

***

Version x
{"formula": "C2H6N2S", "method": "wB97M-V/def2-TZVPD", "orbital_gap_ev": 9.58, "multiplicity": 1, "lumo_energy_ev": 0.53, "smiles": "[H]/N=C\\N(C)S", "species": ["C", "C", "H", "H", "H", "H", "H", "H", "N", "N", "S"], "xyz": [[-0.458, 1.415, -0.097], [1.126, -0.459, -0.162], [-0.801, 1.908, 0.904], [-1.254, 1.532, -0.886], [0.471, 2.114, -0.233], [-1.366, -1.848, 1.196], [1.743, 0.540, -0.470], [0.865, -2.252, -0.098], [-0.279, -0.087, 0.119], [1.532, -1.614, -0.070], [-1.578, -1.248, -0.204]]}

***

Relative calculated energies, zero for the most stable structure, unit hartree: version w 0.0566; version x 0.0000.

***

Version w
{"formula": "C7H15N4", "method": "wB97M-V/def2-TZVPD", "orbital_gap_ev": [7.54, 7.54], "total_charge": 1, "multiplicity": 1, "lumo_energy_ev": [-3.75, -3.75], "species": ["C", "C", "C", "C", "C", "C", "C", "N", "N", "N", "N", "H", "H", "H", "H", "H", "H", "H", "H", "H", "H", "H", "H", "H", "H", "H"], "xyz": [[1.193, 0.817, 0.444], [0.269, -2.218, 0.580], [1.996, -0.435, 0.688], [1.226, -1.562, 1.412], [0.141, 0.826, -0.646], [-1.085, 0.072, -0.146], [0.636, 0.174, -1.939], [1.442, 1.782, 1.219], [-0.143, -3.209, 0.071], [-2.092, -0.040, -1.048], [-1.603, 0.953, 1.197], [2.396, -0.808, -0.254], [2.828, -0.149, 1.333], [0.715, -1.154, 2.289], [1.955, -2.306, 1.763], [-0.107, 1.881, -0.867], [0.745, -0.900, -1.812], [1.590, 0.604, -2.236], [-0.078, 0.346, -2.739], [0.953, 2.656, 1.037], [-0.877, -3.451, -0.570], [-2.878, -0.630, -0.825], [-2.332, 0.735, -1.659], [-2.052, 1.824, 0.898], [-0.781, 1.175, 1.766], [-2.273, 0.408, 1.740]]}

***

Version x
{"formula": "C7H15N4", "method": "wB97M-V/def2-TZVPD", "orbital_gap_ev": 9.73, "total_charge": 1, "multiplicity": 1, "lumo_energy_ev": -3.13, "species": ["C", "C", "C", "C", "C", "C", "C", "N", "N", "N", "N", "H", "H", "H", "H", "H", "H", "H", "H", "H", "H", "H", "H", "H", "H", "H"], "xyz": [[-2.170, 0.621, -0.816], [-1.430, 0.073, 1.127], [0.793, 0.478, -1.462], [2.009, 1.935, 0.120], [-2.036, -1.839, -0.300], [1.835, -0.543, 0.568], [1.480, 0.610, -0.338], [-1.878, 1.735, -0.219], [-1.421, 1.392, 0.976], [-1.915, -0.442, -0.002], [1.022, -1.739, 0.331], [-2.568, 0.553, -1.808], [0.586, 1.323, -2.095], [-1.106, -0.479, 1.984], [0.453, -0.478, -1.819], [1.518, 2.749, -0.396], [3.072, 2.002, -0.097], [1.896, 2.060, 1.195], [-2.713, -2.321, 0.403], [-2.412, -1.972, -1.311], [-1.041, -2.283, -0.202], [1.685, -0.236, 1.609], [2.912, -0.737, 0.449], [1.302, -2.148, -0.557], [-1.124, 2.115, 1.620], [1.250, -2.430, 1.041]]}

***

Relative calculated energies, zero for the most stable structure, unit hartree: version w 0.0923; version x 0.0000.

***

Version w
{"formula": "C8H14N4O5", "method": "wB97M-V/def2-TZVPD", "orbital_gap_ev": 10.34, "multiplicity": 1, "lumo_energy_ev": 0.38, "smiles": "NC(=O)C[C@H](NC(=O)[C@@H](N)CC(N)=O)C(=O)O", "species": ["C", "C", "C", "C", "C", "C", "C", "C", "H", "H", "H", "H", "H", "H", "H", "H", "H", "H", "H", "H", "H", "H", "N", "N", "N", "N", "O", "O", "O", "O", "O"], "xyz": [[1.853, -1.412, 0.353], [0.522, -0.833, 0.836], [2.376, -0.442, -0.746], [2.284, 1.031, -0.380], [-1.783, -0.528, 0.292], [-3.019, -1.373, -0.006], [-1.680, 0.661, -0.711], [-2.222, 1.921, -0.055], [2.519, -3.030, -0.754], [1.586, -3.435, 0.531], [2.515, -1.372, 1.219], [3.430, -0.717, -1.001], [1.759, -0.582, -1.635], [3.054, 2.420, 0.880], [3.786, 0.830, 1.016], [-0.498, -2.090, -0.362], [-1.885, -0.132, 1.290], [-0.653, 0.803, -1.000], [-2.275, 0.428, -1.624], [-0.427, 2.840, -0.235], [-1.690, 3.793, 0.481], [-3.971, 0.250, 0.235], [1.696, -2.732, -0.224], [3.251, 1.489, 0.465], [-0.586, -1.329, 0.248], [-1.392, 2.968, -0.043], [0.517, 0.115, 1.606], [1.414, 1.763, -0.836], [-2.963, -2.543, -0.304], [-3.357, 1.924, 0.431], [-4.160, -0.690, 0.035]]}

***

Version x
{"formula": "C8H14N4O5", "method": "wB97M-V/def2-TZVPD", "orbital_gap_ev": 6.74, "multiplicity": 1, "lumo_energy_ev": -2.01, "species": ["C", "C", "C", "C", "C", "C", "C", "C", "H", "H", "H", "H", "H", "H", "H", "H", "H", "H", "H", "H", "H", "H", "N", "N", "N", "N", "O", "O", "O", "O", "O"], "xyz": [[-0.863, 2.195, 0.868], [-0.756, 0.616, 0.775], [0.491, 2.856, 1.263], [1.542, 2.825, 0.215], [0.176, -1.161, -0.699], [1.282, -1.426, -1.675], [-1.061, -2.020, -0.743], [-0.750, -3.403, 0.008], [-2.770, 2.223, 1.202], [-2.144, 1.589, 2.406], [-1.062, 2.622, -0.052], [0.939, 2.176, 2.092], [0.428, 3.794, 1.767], [3.598, 2.673, 1.375], [3.270, 3.769, -0.759], [0.762, 0.893, -0.772], [0.527, -1.832, 0.278], [-1.665, -1.880, -1.695], [-1.969, -1.901, -0.169], [-1.955, -5.357, -0.149], [-2.334, -3.626, -1.012], [2.112, -2.840, -2.609], [-1.934, 2.449, 1.713], [2.716, 3.685, 0.250], [0.137, 0.193, -0.302], [-1.654, -4.310, -0.563], [-1.615, -0.178, 1.416], [0.875, 2.363, -0.836], [1.925, -0.619, -2.278], [0.322, -3.594, 0.659], [1.426, -2.774, -1.973]]}

***

Version y
{"formula": "C8H14N4O5", "method": "wB97M-V/def2-TZVPD", "orbital_gap_ev": 9.39, "multiplicity": 1, "lumo_energy_ev": -0.19, "species": ["C", "C", "C", "C", "C", "C", "C", "C", "H", "H", "H", "H", "H", "H", "H", "H", "H", "H", "H", "H", "H", "H", "N", "N", "N", "N", "O", "O", "O", "O", "O"], "xyz": [[1.751, -1.497, 0.490], [0.406, -0.762, 0.858], [2.304, -0.607, -0.648], [2.269, 0.833, -0.288], [-1.798, -0.484, 0.244], [-3.032, -1.374, 0.022], [-1.642, 0.701, -0.622], [-2.165, 2.060, -0.127], [2.082, -3.251, -0.670], [1.186, -3.217, 0.567], [2.235, -1.507, 1.406], [3.157, -1.239, -1.125], [1.681, -0.726, -1.405], [3.525, 2.551, 0.296], [4.890, 1.105, 0.210], [-0.604, -2.104, -0.500], [-2.081, -0.158, 1.237], [-0.584, 0.736, -0.886], [-2.324, 0.683, -1.485], [-0.191, 2.991, -0.162], [-1.333, 3.819, 0.728], [-3.989, 0.204, 0.605], [1.361, -2.659, -0.172], [3.562, 1.539, 0.073], [-0.618, -1.254, 0.152], [-1.152, 2.972, 0.151], [0.565, 0.139, 1.668], [1.195, 1.456, -0.469], [-2.943, -2.437, -0.553], [-3.527, 2.289, -0.040], [-4.188, -0.800, 0.445]]}

***

Relative calculated energies, zero for the most stable structure, unit hartree: version w 0.0000; version x 0.4010; version y 0.2410.